Computed, not measured: a structure of composition C27H32BI2N5OP2S2Ti, with the ωB97M-V functional and the def2-TZVPD basis.

Computed properties:
- Frontier orbital gap (spin up / spin down): 0.206 / 0.277 hartree
- Relative energy (zero: lowest compared OMol25 entry of this formula, charge and spin): 47.3 kJ/mol
- Multiplicity: 3
- <S²>: 2.0309
- LUMO level (spin up / spin down): 0.39 / 0.21 eV

Cartesian coordinates (Å):
1 Ti 0.896 -0.083 0.044
2 C 1.804 -0.693 3.863
3 P 0.511 -0.300 2.649
4 C -0.315 1.129 3.456
5 C -0.773 -1.595 2.895
6 C -0.738 -2.540 3.911
7 C -1.767 -3.464 4.051
8 C -2.847 -3.435 3.183
9 C -2.884 -2.498 2.157
10 C -1.848 -1.588 1.994
11 P -1.740 -0.438 0.570
12 C -2.493 -1.313 -0.830
13 C -3.006 0.829 0.895
14 H 2.308 -1.623 3.601
15 H 1.400 -0.762 4.874
16 H 2.544 0.107 3.833
17 H -1.011 0.774 4.216
18 H -0.835 1.745 2.728
19 H 0.435 1.763 3.929
20 H 0.096 -2.575 4.601
21 H -1.722 -4.206 4.838
22 H -3.655 -4.147 3.294
23 H -3.722 -2.497 1.469
24 H -3.489 -1.685 -0.585
25 H -1.841 -2.124 -1.143
26 H -2.570 -0.602 -1.654
27 H -3.980 0.344 0.987
28 H -3.026 1.533 0.061
29 H -2.795 1.383 1.806
30 I -1.488 0.338 -4.510
31 C -1.251 1.707 -2.973
32 C -1.887 2.951 -3.043
33 C -1.704 3.870 -2.031
34 I -2.692 5.692 -2.194
35 C -0.873 3.603 -0.921
36 C -0.562 4.517 0.137
37 C 0.368 4.121 1.097
38 C 0.920 2.865 1.091
39 N 0.582 1.909 0.157
40 C -0.266 2.335 -0.872
41 C -0.461 1.378 -1.884
42 O 0.136 0.192 -1.728
43 H -2.517 3.186 -3.889
44 H -0.998 5.504 0.153
45 H 0.678 4.819 1.865
46 H 1.666 2.569 1.817
47 C -1.260 -4.510 -1.565
48 N -0.046 -3.973 -2.159
49 C 0.397 -4.292 -3.427
50 C 1.584 -3.672 -3.583
51 N 1.875 -2.990 -2.418
52 B 3.233 -2.225 -2.156
53 N 2.997 -0.677 -2.370
54 C 2.693 -0.148 -3.601
55 C 2.649 1.198 -3.490
56 N 2.921 1.489 -2.180
57 C 3.024 2.840 -1.639
58 C 3.117 0.338 -1.495
59 S 3.367 0.231 0.232
60 C 0.880 -3.202 -1.545
61 S 0.765 -2.629 0.084
62 H -1.211 -5.597 -1.540
63 H -2.125 -4.195 -2.148
64 H -1.346 -4.131 -0.550
65 H -0.180 -4.909 -4.093
66 H 2.261 -3.663 -4.418
67 H 3.615 -2.426 -1.043
68 H 3.998 -2.596 -3.025
69 H 2.520 -0.775 -4.457
70 H 2.426 1.965 -4.211
71 H 3.916 3.321 -2.037
72 H 3.090 2.768 -0.559
73 H 2.134 3.406 -1.908

Here are the Löwdin charges for atoms 1 to 8, given in e: Ti 0.343; C -0.258; P 0.845; C -0.238; C -0.404; C -0.077; C -0.070; C -0.073


Computed, not measured: a cluster of 3 separate species, C27H32BrCl2O7P in total, with the ωB97M-V functional and the def2-TZVPD basis.

Computed properties:
- Frontier orbital gap: 0.287 hartree
- Relative energy (zero: lowest compared OMol25 entry of this formula, charge and spin): 0.0 kJ/mol
- SMILES string: C/C(Cl)=C(\Cl)c1ccc(-c2ccccc2)c2c1C(=O)C(P(O)Br)=CC2=O.COCCOC.COCCOC
- LUMO level: -1.17 eV

Cartesian coordinates (Å):
1 C 3.965 4.290 5.627
2 C 3.132 3.461 4.678
3 Cl 1.864 4.236 3.768
4 C 3.340 2.157 4.532
5 Cl 4.644 1.414 5.462
6 C 2.570 1.239 3.663
7 C 1.309 0.833 4.043
8 C 0.560 -0.038 3.300
9 C 1.027 -0.570 2.113
10 C 0.252 -1.553 1.305
11 C 0.837 -2.789 1.081
12 C 0.208 -3.788 0.380
13 C -1.061 -3.524 -0.109
14 C -1.646 -2.303 0.093
15 C -1.005 -1.308 0.802
16 C 2.300 -0.166 1.709
17 C 3.049 0.723 2.474
18 C 4.428 1.122 1.967
19 O 4.871 2.245 2.073
20 C 5.175 -0.002 1.274
21 P 7.007 -0.177 1.449
22 O 7.308 -1.739 1.044
23 Br 7.465 -0.003 3.652
24 C 4.464 -0.859 0.553
25 C 2.963 -0.685 0.434
26 O 2.356 -0.946 -0.583
27 H 3.982 3.862 6.632
28 H 5.000 4.355 5.272
29 H 3.583 5.313 5.699
30 H 0.928 1.210 4.989
31 H -0.425 -0.326 3.660
32 H 1.832 -2.979 1.483
33 H 0.717 -4.736 0.238
34 H -1.580 -4.316 -0.642
35 H -2.643 -2.165 -0.317
36 H -1.478 -0.341 0.963
37 H 6.612 -2.334 1.369
38 H 4.926 -1.708 0.048
39 C -1.310 -2.288 -5.941
40 O -2.430 -3.125 -6.182
41 C -2.404 -4.316 -5.409
42 C -3.330 -4.224 -4.214
43 O -2.876 -3.258 -3.276
44 C -3.589 -2.036 -3.361
45 H -1.517 -1.317 -6.391
46 H -1.130 -2.149 -4.872
47 H -0.416 -2.708 -6.412
48 H -1.384 -4.548 -5.089
49 H -2.748 -5.127 -6.059
50 H -3.335 -5.192 -3.701
51 H -4.353 -4.007 -4.533
52 H -4.585 -2.149 -2.920
53 H -3.681 -1.687 -4.392
54 H -3.041 -1.288 -2.788
55 C -4.315 4.175 -1.988
56 O -3.859 4.573 -0.707
57 C -4.153 3.621 0.305
58 C -2.938 2.787 0.655
59 O -2.546 1.952 -0.426
60 C -1.433 2.468 -1.139
61 H -3.862 4.838 -2.724
62 H -4.030 3.146 -2.218
63 H -5.404 4.278 -2.051
64 H -4.986 2.978 0.002
65 H -4.463 4.181 1.192
66 H -3.195 2.130 1.492
67 H -2.109 3.427 0.972
68 H -0.515 2.326 -0.558
69 H -1.557 3.526 -1.379
70 H -1.342 1.907 -2.069

Here are the Löwdin charges for atoms 1 to 8, given in e: C -0.131; C -0.711; Cl 0.703; C -0.632; Cl 0.692; C -0.228; C -0.017; C 0.009


Computed, not measured: the ion C27H32ClN4O5S with charge +1, with the ωB97M-V functional and the def2-TZVPD basis.

Computed properties:
- Net charge: +1
- Frontier orbital gap: 0.321 hartree
- SMILES string: CC[NH+](CC)CCNC(=O)c1ccc(NC(=O)c2ccc(Cl)c(S(=O)(=O)Nc3ccccc3OC)c2)cc1
- LUMO level: -2.38 eV

Cartesian coordinates (Å):
1 C -5.556 0.875 -1.732
2 C -4.667 1.623 -0.753
3 N -3.322 1.022 -0.615
4 C -2.511 1.110 -1.860
5 H -2.907 1.901 -2.498
6 H -1.481 1.357 -1.590
7 C -2.496 -0.223 -2.617
8 N -1.706 -1.246 -1.962
9 C -2.112 -1.864 -0.842
10 O -3.156 -1.549 -0.255
11 C -1.186 -2.892 -0.334
12 C -0.974 -2.966 1.041
13 C 0.056 -3.734 1.539
14 C 0.880 -4.446 0.668
15 C 0.558 -4.509 -0.687
16 C -0.454 -3.716 -1.187
17 H -0.668 -3.726 -2.244
18 H 1.146 -5.124 -1.351
19 N 2.075 -5.002 1.151
20 C 3.036 -4.287 1.810
21 O 4.034 -4.795 2.257
22 C 2.730 -2.815 1.903
23 C 2.395 -2.097 0.760
24 C 1.953 -0.794 0.859
25 C 1.886 -0.167 2.097
26 C 2.320 -0.846 3.230
27 C 2.733 -2.164 3.132
28 H 3.040 -2.704 4.015
29 H 2.306 -0.344 4.184
30 Cl 1.281 1.429 2.238
31 S 1.398 -0.046 -0.667
32 O 1.102 -1.088 -1.618
33 O 0.277 0.830 -0.409
34 N 2.745 0.740 -1.229
35 C 3.202 1.822 -0.431
36 C 4.084 1.582 0.607
37 C 4.509 2.627 1.411
38 C 4.049 3.908 1.166
39 C 3.176 4.162 0.120
40 C 2.740 3.121 -0.690
41 O 1.887 3.238 -1.747
42 C 1.445 4.529 -2.106
43 H 2.285 5.184 -2.353
44 H 0.824 4.392 -2.990
45 H 0.849 4.983 -1.309
46 H 2.837 5.171 -0.050
47 H 4.373 4.726 1.789
48 H 5.197 2.438 2.219
49 H 4.440 0.576 0.769
50 H 2.615 1.005 -2.198
51 H 2.439 -2.536 -0.223
52 H 2.319 -5.952 0.901
53 H 0.257 -3.757 2.598
54 H -1.594 -2.385 1.705
55 H -0.725 -1.336 -2.206
56 H -3.513 -0.609 -2.733
57 H -2.071 -0.062 -3.609
58 C -2.606 1.563 0.569
59 C -3.165 1.013 1.872
60 H -2.489 1.270 2.683
61 H -4.142 1.422 2.116
62 H -3.242 -0.070 1.821
63 H -1.557 1.274 0.484
64 H -2.666 2.654 0.548
65 H -3.438 -0.042 -0.433
66 H -5.138 1.601 0.230
67 H -4.553 2.667 -1.057
68 H -5.616 -0.178 -1.465
69 H -6.560 1.288 -1.684
70 H -5.209 0.970 -2.757

Here are the Löwdin charges for atoms 1 to 8, given in e: C -0.052; C -0.174; N -0.127; C -0.089; H 0.137; H 0.106; C -0.109; N 0.102